ORCA calculation (ωB97M-V/def2-TZVPD) on C36H61N9 as an isolated structure in a non-equilibrium geometry.

Last column: Mulliken charge in e.
Geometry (Å):
C -2.864 -1.081 1.924  -0.33
C -3.170 -2.523 2.384  -0.76
C -2.526 -3.636 1.624  -0.49
C -1.107 -3.935 1.996  0.43
N 0.042 -4.249 2.322  -0.71
H -3.320 -0.432 2.671  0.73
H -3.206 -0.850 0.915  -0.33
H -1.801 -0.863 1.820  0.50
H -4.236 -2.670 2.560  0.71
H -2.849 -2.554 3.425  -0.06
H -2.411 -3.374 0.572  0.20
H -3.172 -4.493 1.815  0.58
C -4.026 1.946 -1.887  -1.80
C -2.842 1.064 -1.993  0.48
C -2.612 0.147 -0.720  0.08
C -3.748 -0.758 -0.397  0.18
N -4.599 -1.460 -0.185  -0.78
H -4.307 2.136 -0.851  0.37
H -4.906 1.813 -2.516  0.32
H -3.627 2.910 -2.201  0.51
H -1.949 1.648 -2.212  -0.53
H -3.089 0.237 -2.660  0.60
H -2.489 0.710 0.205  1.66
H -1.676 -0.399 -0.843  -0.76
C 1.226 0.415 2.154  0.08
C 0.076 0.048 1.166  1.65
C -0.480 1.134 0.253  1.30
C 0.372 1.286 -0.907  0.29
N 1.025 1.440 -1.842  -0.50
H 1.044 1.332 2.713  -0.81
H 2.231 0.474 1.738  0.65
H 1.352 -0.394 2.875  -0.54
H -0.808 -0.188 1.757  -0.35
H 0.313 -0.866 0.622  -0.59
H -0.849 2.028 0.755  0.70
H -1.466 0.890 -0.143  -2.96
C 4.388 -1.621 -2.048  -1.85
C 3.641 -0.959 -0.874  -0.84
C 2.682 0.118 -1.244  0.82
C 1.888 -0.076 -2.460  1.89
N 1.242 -0.357 -3.426  -0.33
H 4.836 -2.453 -1.504  0.45
H 5.101 -0.913 -2.471  0.39
H 3.642 -2.009 -2.741  0.40
H 4.327 -0.541 -0.137  0.66
H 3.081 -1.717 -0.326  0.52
H 3.073 1.136 -1.269  0.43
H 2.066 0.349 -0.375  -1.95
C -1.625 -2.309 4.832  -1.54
C -1.122 -1.227 3.813  1.76
C 0.225 -0.685 4.287  0.04
C 1.397 -1.624 4.428  -0.16
N 2.282 -2.426 4.452  -0.68
H -2.522 -2.838 4.512  0.52
H -1.715 -1.833 5.809  0.47
H -0.935 -3.148 4.747  0.46
H -1.832 -0.418 3.642  0.93
H -0.964 -1.799 2.899  -1.69
H 0.064 -0.045 5.154  0.86
H 0.591 -0.002 3.520  -0.91
C 3.134 2.666 -2.606  -0.74
C 1.866 3.328 -3.328  -1.12
C 0.600 3.396 -2.514  0.35
C 0.546 4.294 -1.330  0.03
N 0.424 4.918 -0.360  -0.73
H 2.966 2.509 -1.541  0.15
H 4.114 3.138 -2.549  0.42
H 3.398 1.657 -2.923  0.28
H 1.714 2.886 -4.313  0.41
H 2.059 4.391 -3.478  0.57
H 0.420 2.389 -2.137  -0.32
H -0.200 3.709 -3.184  0.51
C 0.742 0.812 -4.174  -2.48
C -0.192 0.254 -3.166  1.54
C -1.613 0.088 -3.698  -0.41
C -2.375 1.273 -4.107  0.35
N -2.959 2.246 -4.371  -0.74
H 1.709 1.183 -3.834  0.91
H 0.210 1.712 -4.480  0.74
H 0.748 0.141 -5.034  0.21
H -0.155 0.984 -2.357  -1.02
H 0.231 -0.675 -2.783  -1.88
H -2.172 -0.463 -2.942  0.14
H -1.565 -0.514 -4.605  0.68
C 2.223 -3.851 -1.185  -1.43
C 1.404 -2.838 -0.396  1.30
C 0.001 -2.522 -1.065  -0.86
C -0.878 -1.664 -0.252  1.36
N -1.680 -0.999 0.306  -0.72
H 2.924 -4.303 -0.483  0.41
H 2.734 -3.421 -2.046  0.25
H 1.599 -4.621 -1.639  0.38
H 1.953 -1.931 -0.145  -1.10
H 1.194 -3.211 0.606  0.04
H -0.472 -3.502 -1.131  0.58
H 0.064 -2.027 -2.034  1.12
N 1.873 2.824 2.880  -0.17
C 0.748 3.354 2.253  -0.67
C -0.291 3.312 3.187  -0.52
C 0.154 2.657 4.247  -0.29
C 1.506 2.423 4.127  -0.61
H 2.784 2.776 2.447  0.31
H 0.784 3.785 1.263  0.96
H -1.295 3.694 3.080  0.51
H -0.593 2.258 4.917  0.50
H 2.254 1.952 4.747  0.44

2S+1 ... 1
Gap between HOMO and LUMO ... 6.5131 eV
ΔE to the lowest compared entry with this formula, charge and spin ... 1056.4 kcal/mol
E ... -1899.3105 Eh
Charge ... 0